{
  "formula": "C5H12OSi",
  "method": "ωB97M-V/def2-TZVPD",
  "total_energy_ev": -15299.9236,
  "de_lowest_kj_mol": 519.1,
  "lumo_energy_ev": [0.3, 0.0],
  "orbital_gap_ha": [0.3203, 0.2446],
  "species": ["C", "C", "C", "C", "C", "O", "Si", "H", "H", "H", "H", "H", "H", "H", "H", "H", "H", "H", "H"],
  "xyz": [[-3.65, -1.35, -1.08], [-3.06, -0.79, -0.11], [2.59, 0.51, -0.14], [0.52, 1.91, 0.15], [1.00, 0.40, -0.25], [1.37, -2.11, 1.04], [0.39, -0.82, 0.93], [-4.81, -1.47, -1.05], [-3.39, -1.90, -1.94], [-3.53, -0.38, 0.88], [2.80, 0.46, 0.90], [3.03, -0.35, -0.68], [2.94, 1.36, -0.66], [0.84, 2.41, 1.02], [-0.55, 1.78, 0.23], [0.73, 2.66, -0.68], [0.67, 0.23, -1.23], [2.11, -2.19, 0.46], [0.01, -0.37, 2.20]],
  "nbo_charge": [-0.552, -0.175, -0.598, -0.609, -0.733, -1.089, 1.415, 0.193, 0.214, 0.186, 0.204, 0.190, 0.215, 0.211, 0.212, 0.209, 0.238, 0.500, -0.232]
}